1.
43
Properties=species:S:1:pos:R:3:lowdin_charge:R:1 method="wB97M-V/def2-TZVPD" s2=0.75 spin_multiplicity=2 total_charge=+2 lumo_energy_ev="-5.66 / -11.46"
C 2.1674 0.7743 0.1449 -0.10
C 1.6374 -0.1884 -0.9245 -0.15
C 0.5829 0.4334 -1.8491 -0.12
C -1.8587 0.6351 -2.0782 0.01
N -0.7030 0.6471 -1.1797 0.08
N 1.7986 0.3780 1.5560 0.08
H 1.8096 1.8043 -0.0420 0.11
H 3.2563 0.8434 0.0476 0.14
H 2.4545 -0.5309 -1.5774 0.15
H 1.2697 -1.1320 -0.4660 0.02
H 0.4398 -0.2097 -2.7465 0.17
H 0.9613 1.3997 -2.2211 0.16
H -1.6939 1.3300 -2.9041 0.13
H -2.7302 0.9607 -1.5168 0.12
H -2.0531 -0.3722 -2.5077 0.12
H -0.7690 -0.0782 -0.4526 0.11
H 1.1741 -0.4397 1.5708 0.09
H 2.6367 0.1672 2.0950 0.18
H 1.3320 1.1861 2.0509 0.07
H -0.7901 -1.6295 0.6611 0.04
H -2.2602 -2.0135 1.0586 0.13
O -1.7477 -1.4685 0.4450 -0.07
H 0.4362 0.5613 3.9426 0.11
H -0.4650 0.5504 2.6712 0.05
O 0.4597 0.4157 2.9924 -0.08
H 1.1688 -2.5164 1.3891 0.14
H 0.9911 -2.4489 -0.1715 0.05
O 0.8820 -1.9297 0.6763 -0.10
H 0.0721 -2.9781 -2.0334 0.03
H 1.1609 -4.0341 -1.7722 0.10
O 0.9855 -3.0886 -1.6909 -0.03
H -2.0268 0.0823 1.3249 0.01
H -1.8967 1.5884 1.4203 0.01
O -1.9921 0.8054 1.9753 -0.03
H -1.6296 3.6373 0.1173 0.12
H -0.8973 2.3118 -0.3410 0.03
O -1.1192 2.8710 0.4184 -0.02
H 1.1749 3.3756 2.5832 0.10
H 0.3880 2.9802 1.2881 0.02
O 1.2296 2.8650 1.7692 -0.05
H -1.8124 -2.0743 -1.2466 0.01
H -2.4060 -2.9810 -2.3682 0.10
O -1.6180 -2.4901 -2.1086 -0.05

***

2.
9
Properties=species:S:1:pos:R:3:lowdin_charge:R:1 method="wB97M-V/def2-TZVPD" lumo_energy_ev=-0.08
O -2.3411 -0.1873 -1.8950 -0.04
C -2.2753 -0.2711 -0.7409 -1.33
Br -2.3741 -1.9570 0.1265 0.70
Br -2.0062 1.2864 0.3833 0.67
C 1.0975 0.0623 1.4728 -0.04
C 1.5034 -0.3288 0.1715 -0.13
C 2.1381 0.7211 0.7452 -0.10
H 1.4151 -0.9373 -0.8180 0.13
H 2.8428 1.6117 0.5547 0.12

***

3.
10
Properties=species:S:1:pos:R:3:lowdin_charge:R:1 method="wB97M-V/def2-TZVPD" lumo_energy_ev="-1.68 / -0.56"
C -0.7354 0.5485 0.6893 -0.28
C -1.5400 0.7996 -0.3070 -0.59
C 0.2116 -0.6040 0.4837 -0.69
C 0.6560 -0.6581 -0.9046 -1.16
Cl -2.5751 1.7824 -1.0820 0.74
Br 1.8848 -0.0151 1.6869 0.50
Br 1.5163 0.8270 -1.8306 0.65
Br 1.3153 -2.3476 -1.3996 0.70
H -0.6836 1.1157 1.5374 0.06
H -0.0500 -1.4483 1.1266 0.08

***

4.
14
Properties=species:S:1:pos:R:3:lowdin_charge:R:1 method="wB97M-V/def2-TZVPD" lumo_energy_ev=-0.30
C 0.0810 0.3644 1.0852 -0.22
C -0.3244 -1.0010 0.7067 -1.12
C 1.8348 0.1207 -0.5274 -0.96
C 1.2318 0.8134 0.6004 -0.83
O -1.6373 -1.1645 0.1675 -0.46
O -2.6502 -0.9901 -2.1411 -0.42
S 0.8830 -1.4982 -0.6593 0.88
S -1.9359 -0.1966 -1.2435 0.58
Cl -0.1806 -2.1615 2.0580 0.68
Cl 1.6375 1.2113 -1.9148 0.60
Cl -3.3047 1.1373 -0.4533 0.26
Br 2.0594 2.4117 1.2245 0.77
H -0.5968 1.1072 1.6252 0.15
H 2.9025 -0.1543 -0.5281 0.08

***

5.
9
Properties=species:S:1:pos:R:3:lowdin_charge:R:1 method="wB97M-V/def2-TZVPD" s2=2.01 spin_multiplicity=3 total_charge=-1 lumo_energy_ev="3.35 / 0.46"
C 0.3522 1.1631 -0.8524 -0.17
C 0.9159 2.2100 -1.2380 -0.15
C 0.0979 -1.2845 1.3337 -0.71
C -0.6407 -0.6510 0.0461 -0.70
O 0.7561 -2.2784 1.0175 0.05
O -0.0718 -0.6644 2.3976 0.08
Br -2.4259 -0.1894 0.1866 0.63
H 1.2481 2.8411 -1.9711 -0.10
H -0.2319 -1.1464 -0.9200 0.06

***

6.
8
Properties=species:S:1:pos:R:3:lowdin_charge:R:1 method="wB97M-V/def2-TZVPD" lumo_energy_ev=-1.40
C -2.6507 -0.3261 0.7758 0.06
C -1.6989 0.3457 0.4995 -0.45
P -0.5995 1.5173 -0.2076 0.88
C 0.7704 0.5689 -0.4707 -0.44
C 1.9790 0.0079 -0.4816 -0.47
Br 3.0308 -1.2766 -1.8223 0.44
H -3.3064 -0.8828 1.3044 -0.01
H 2.4753 0.0457 0.4025 -0.01

***

7.
12
Properties=species:S:1:pos:R:3:lowdin_charge:R:1 method="wB97M-V/def2-TZVPD" total_charge=+2 lumo_energy_ev=-9.12
O 0.1430 -3.1685 -0.6538 0.17
C 0.3469 -2.1245 -0.1823 -0.02
Ca 1.1122 -0.0309 0.7374 1.32
O -3.0224 0.0620 -2.1999 0.08
C -2.0164 0.0430 -1.6516 0.02
C 2.5025 0.0965 -1.4903 0.02
O 3.2024 0.1203 -2.4164 0.16
C 0.2872 2.2858 -0.1722 0.01
O -0.0446 3.3674 -0.4361 0.15
O -0.5603 -0.1288 2.5447 -0.15
H -1.5308 0.0653 2.5191 0.12
H -0.4199 -0.5875 3.4015 0.11

***

8.
10
Properties=species:S:1:pos:R:3:lowdin_charge:R:1 method="wB97M-V/def2-TZVPD" lumo_energy_ev=0.50
F -1.6879 1.9322 -0.0876 0.10
C -0.6925 1.1064 0.0421 -0.41
C 0.6903 1.4797 0.1154 0.06
C 1.3376 0.1551 0.0458 -0.78
Cl 2.8889 -0.4691 -0.0102 0.72
N 0.3567 -0.7494 -0.1714 -0.06
C -0.9005 -0.1573 -0.1281 -0.60
Cl -2.3855 -1.1911 0.0575 0.61
H 1.2121 2.3961 0.3737 0.11
H 0.3135 -1.8196 0.3604 0.25

***

What did we get for ΔE to the lowest compared entry with this formula, charge and spin? Answer: 10.4 44.4 72.3 0.0 0.0 24.7 0.0 21.1 kcal per mole, in the order shown.